1.
ORCA calculation (ωB97M-V/def2-TZVPD) on a structure of composition C17H26BNO8Rh.

As for the HOMO energy: -12.04 eV. The charge is +1. The value obtained for the HOMO-LUMO gap is 8.01 eV.

XYZ file:
```
54
Properties=species:S:1:pos:R:3:nbo_charge:R:1
H 2.653 -3.860 0.609 0.179
C 0.028 2.990 -0.713 0.245
H 3.186 -1.973 2.043 0.196
H 0.867 3.668 -3.444 0.228
H -3.934 -2.666 -0.595 0.260
H 2.000 -3.978 -1.044 0.215
O 0.779 1.931 -0.023 -0.753
H 1.621 -0.261 3.070 0.199
O 2.991 -2.243 -0.679 -0.575
O 2.527 -0.197 1.196 -0.526
C -1.325 -1.751 1.443 0.501
H 1.007 4.617 0.278 0.227
C -3.317 -2.265 2.710 -0.095
H 1.402 1.235 2.107 0.237
C 2.098 0.462 2.410 -0.257
H 0.703 2.000 -4.004 0.232
H 4.900 -2.298 0.147 0.211
C 2.845 -3.648 -0.446 -0.263
C 0.867 2.625 -3.127 -0.639
C 0.882 4.239 -0.737 -0.631
H -1.847 2.310 0.146 0.213
H -1.695 2.186 -3.678 0.230
C -0.239 2.358 -2.120 0.255
C -3.383 -2.440 0.308 -0.080
C -1.236 3.213 0.102 -0.635
Rh 1.046 -0.999 -0.041 0.890
O -0.201 0.916 -1.839 -0.739
N -5.400 -2.984 1.579 0.535
H 1.866 4.047 -1.158 0.225
H -2.084 -2.244 -1.899 0.184
O -5.916 -3.039 2.674 -0.355
C -2.035 -2.043 0.246 -0.333
H 2.975 0.903 2.882 0.196
C -1.433 -2.026 -1.048 0.458
H 3.746 -4.169 -0.770 0.202
H 4.393 -0.667 1.942 0.217
O -0.242 -1.805 -1.326 -0.549
H -3.847 -2.354 3.648 0.264
H -2.407 2.349 -2.069 0.223
H -1.692 3.755 -2.872 0.226
C 4.046 -1.624 0.056 -0.100
H 1.849 2.390 -2.715 0.212
C -1.595 2.680 -2.712 -0.633
H 4.345 -0.752 -0.526 0.217
B 0.494 0.777 -0.681 1.045
H 0.396 5.018 -1.327 0.226
C -3.995 -2.551 1.521 -0.036
O -5.941 -3.252 0.527 -0.364
O -0.059 -1.415 1.486 -0.671
H -0.958 3.491 1.118 0.227
H -1.838 4.017 -0.319 0.230
C 3.573 -1.163 1.419 -0.105
H -1.465 -1.639 3.578 0.240
C -2.005 -1.869 2.670 -0.304
```



2.
ORCA calculation (ωB97M-V/def2-TZVPD) on an isolated molecule of C3H7BN3O9P.

As for the SMILES: NB(O)[C@@]1(ON=O)OC(=O)O[C@]1(N)P(=O)(O)O. As for the HOMO energy: -10.56 eV. The value obtained for the HOMO-LUMO gap is 9.72 eV.

XYZ file:
```
24
Properties=species:S:1:pos:R:3:nbo_charge:R:1
H -3.012 -1.531 -1.086 0.522
O -2.887 0.095 1.286 -1.062
H 2.467 0.450 -1.825 0.505
N -0.824 -0.538 -1.841 -0.844
H 2.264 -2.338 0.055 0.395
O 1.531 2.310 2.505 -0.166
H -0.934 -1.205 2.395 0.520
O 0.639 1.812 -0.772 -0.543
C -0.862 0.117 -0.548 0.023
H 2.253 -1.546 1.501 0.411
N 1.575 1.316 1.942 0.393
H -0.367 -1.443 -1.802 0.377
O 0.266 0.996 1.337 -0.462
C 0.509 0.610 -0.007 0.137
P -1.977 -0.835 0.625 2.333
H -0.327 0.051 -2.502 0.372
O -2.626 -1.944 -0.302 -0.971
O -1.107 -1.724 1.599 -0.965
O 2.787 0.028 -1.021 -0.867
O -0.859 3.513 -0.483 -0.520
O -1.523 1.372 -0.808 -0.485
C -0.622 2.375 -0.665 0.975
N 1.837 -1.585 0.580 -1.129
B 1.799 -0.357 -0.164 1.053
```



3.
ORCA calculation (ωB97M-V/def2-TZVPD) on a cluster of 7 separate species, C49H47F6N2O in total.

As for the HOMO energy: -10.04 eV. The charge is +1. The value obtained for the HOMO-LUMO gap is 5.57 eV.

XYZ file:
```
105
Properties=species:S:1:pos:R:3:mulliken_charge:R:1
H 3.525 -3.791 -0.994 0.421
H -11.127 -9.785 0.014 0.358
H -1.244 -1.951 -0.394 0.640
H -0.777 6.024 -3.340 0.216
F -6.724 -9.421 0.874 -0.309
H 1.573 7.008 -4.957 0.337
C 0.043 -0.269 2.262 -0.206
C -2.640 -5.089 0.411 -0.502
C -4.305 -3.997 1.768 -0.605
C 8.724 -4.168 0.903 -0.438
F 1.097 -2.884 -0.952 -0.262
H 2.491 5.012 -2.917 0.389
C -0.108 -1.264 1.300 -0.747
C 1.617 10.116 -2.899 -0.501
H -4.581 -3.327 2.574 0.430
C 2.852 1.496 6.295 -0.531
H -3.399 7.156 -4.838 0.288
H 9.508 -3.682 1.475 0.362
C -1.130 -1.178 0.358 -0.260
H 1.518 9.663 -5.188 0.348
H 1.736 10.081 -0.596 0.330
C -8.128 -7.532 0.969 -0.288
H 2.103 2.027 6.872 0.364
C 5.113 0.690 6.042 -0.482
N 1.643 5.445 -2.512 -0.095
O 2.425 4.649 -0.455 -0.600
H -1.598 -5.268 0.166 0.453
C -0.010 4.887 -0.415 -0.267
H 1.510 1.026 4.671 0.234
H -0.718 1.607 3.015 0.456
C 6.398 -4.569 0.482 0.218
H 0.966 -0.524 -2.015 0.433
C 1.408 4.974 -1.138 0.040
C 3.479 0.249 4.345 0.469
H 0.836 -0.340 2.997 0.127
H -2.787 4.876 -3.838 0.409
H 4.416 1.817 7.735 0.361
C -1.842 0.892 1.339 0.337
H 8.307 -6.317 -1.695 0.370
H 10.095 -5.202 -0.390 0.363
H 5.507 -0.425 4.237 0.450
C 4.314 -0.851 -2.503 -0.685
C 1.959 -0.958 -2.002 -0.313
H 1.811 7.458 -0.289 0.331
H 5.476 -2.575 -1.948 0.427
H 5.163 -0.313 -2.912 0.372
C 3.404 -2.806 -1.429 -0.447
C -5.295 -4.631 1.035 0.280
C 1.664 6.910 -2.611 0.405
C -4.979 -5.491 -0.005 -0.185
H -8.846 -10.762 0.229 0.407
C 4.491 -2.120 -1.959 -0.305
F 3.153 -0.299 3.162 -0.202
C -2.263 8.036 -3.319 -0.063
H 0.572 -2.109 1.286 0.583
H 1.573 11.250 -3.021 0.370
H 7.113 -3.265 2.021 0.460
C -10.475 -7.791 0.492 -0.429
C -0.826 0.818 2.278 -0.276
C 8.050 -5.653 -0.877 -0.402
C 6.714 -5.429 -0.558 -0.197
C -2.969 -4.232 1.458 -0.365
C 1.581 9.182 -4.157 -0.455
C 9.053 -5.025 -0.145 -0.448
H -0.920 8.031 -1.387 0.257
C 7.389 -3.935 1.215 -0.383
H -3.386 -6.381 -1.140 0.381
H -7.279 -6.917 1.244 0.505
H 0.009 3.929 0.232 0.235
C -2.927 5.753 -3.127 -0.654
H -2.694 7.412 -1.263 0.338
H 2.913 0.723 -2.942 0.379
C -9.014 -9.705 0.401 -0.352
H -11.466 -7.359 0.391 0.362
C -3.643 -5.717 -0.322 -0.466
F -2.683 1.941 1.358 -0.396
H -2.811 -0.017 -0.340 0.471
H -0.113 5.755 0.317 0.312
N -2.935 7.044 -3.926 -0.039
F 5.109 -4.348 0.787 -0.311
F -6.585 -4.409 1.338 -0.325
C -1.267 4.741 -1.403 -1.109
C 1.601 7.643 -4.002 -0.358
C -2.005 -0.096 0.381 -0.751
H -2.086 9.103 -3.719 0.417
H -3.704 5.676 -2.292 0.377
H -2.186 -3.747 2.030 0.444
C -1.744 7.435 -1.898 -0.329
H -5.773 -5.978 -0.559 0.489
H 5.920 -5.916 -1.112 0.407
H -1.302 3.744 -1.976 0.311
C -1.461 5.951 -2.431 0.236
C -10.285 -9.153 0.277 -0.403
C 3.049 -0.268 -2.522 -0.380
C 2.515 0.934 5.068 -0.063
C -9.397 -6.979 0.835 -0.397
C 1.713 9.404 -1.520 -0.409
H -9.546 -5.917 0.998 0.379
C 1.741 7.849 -1.366 -0.406
C 4.151 1.376 6.780 -0.471
H -2.211 4.727 -0.731 0.327
C 4.774 0.119 4.820 -0.471
H 6.126 0.601 6.420 0.364
C -7.949 -8.889 0.749 0.141
C 2.149 -2.219 -1.459 0.363
```



4.
ORCA calculation (ωB97M-V/def2-TZVPD) on a cluster of 6 separate species, C8H25F3N8O7 in total.

As for the HOMO energy: -5.84 eV. The value obtained for the HOMO-LUMO gap is 3.41 eV.

XYZ file:
```
51
Properties=species:S:1:pos:R:3:nbo_charge:R:1
H 27.128 18.499 13.397 0.413
H 25.230 20.200 16.426 0.415
C 17.271 18.952 13.815 0.749
H 16.947 18.302 15.691 0.407
H 25.737 25.641 22.369 0.378
H 19.928 31.277 15.592 0.149
H 22.165 30.332 15.652 0.199
O 17.538 17.915 13.231 -0.665
C 20.284 30.710 16.452 -0.067
O 19.957 29.344 16.232 -0.571
H 22.121 31.849 16.510 0.198
O 21.861 24.463 14.054 -0.739
O 25.318 25.359 19.342 -0.677
H 26.837 24.079 21.751 0.382
C 22.569 25.198 7.819 0.754
H 23.791 24.010 8.877 0.415
H 19.839 31.167 17.336 0.165
H 22.336 24.512 13.221 0.565
H 21.067 25.947 6.739 0.416
C 21.775 30.816 16.548 -0.615
N 16.937 19.095 15.066 -0.822
C 18.564 28.936 16.432 0.280
N 26.574 18.521 14.241 -0.816
H 16.547 19.970 15.386 0.388
O 18.298 27.856 15.519 -0.913
N 21.353 25.140 7.274 -0.837
F 19.224 27.637 18.322 -0.359
H 22.074 23.493 8.737 0.384
C 25.794 25.205 20.442 0.733
H 21.479 25.318 14.268 0.578
N 17.448 20.141 13.247 -0.844
H 22.498 24.230 14.733 0.569
H 26.638 23.415 20.222 0.396
N 26.479 24.216 20.816 -0.800
N 25.631 26.011 21.435 -0.823
H 22.122 30.304 17.445 0.206
O 26.165 20.699 14.154 -0.679
O 23.336 26.173 7.624 -0.668
C 25.968 19.610 14.609 0.736
N 22.821 24.166 8.641 -0.849
H 17.965 29.808 16.168 0.112
F 18.441 29.587 18.867 -0.365
C 18.326 28.592 17.913 0.922
H 17.223 21.016 13.698 0.386
H 25.368 26.976 21.295 0.411
F 17.161 28.063 18.160 -0.317
H 26.296 17.663 14.696 0.375
H 20.743 24.335 7.299 0.386
H 17.383 20.019 12.246 0.401
N 25.424 19.472 15.754 -0.806
H 25.390 18.499 16.022 0.364
```